No. 1
A 5-piece molecular cluster, C21H39BClF4NO16P3 overall, computed with ωB97M-V/def2-TZVPD.

Properties
Net charge: -1
LUMO level in eV: 1.005
HOMO-LUMO gap in hartree: 0.1630
HOMO level in eV: -3.430

The geometry in XYZ format:
```
86
Properties=species:S:1:pos:R:3:forces:R:3:lowdin_charge:R:1
C 1.445527 1.223192 0.543482 -0.0809 0.1397 0.0487 -0.0590
C 1.991709 1.883072 1.796205 0.0853 -0.0527 0.0812 -0.2901
O 3.374231 2.094698 1.621518 -0.1093 0.1829 -0.1329 -0.2773
C 3.969298 2.907564 2.619310 0.0617 -0.1982 0.1367 -0.4080
P 5.725516 2.191919 2.927518 -0.2170 -0.1790 0.1892 0.4145
Cl 6.178843 2.634170 0.652370 -0.0209 0.0378 -0.1597 0.1482
C 6.553844 3.821264 3.423531 -0.0830 0.0827 0.0319 -0.4761
O 7.497076 4.334806 2.517752 -0.0411 -0.0252 -0.0114 -0.3127
C 8.298949 5.307265 3.133964 0.1267 0.0420 0.1054 -0.1400
P 7.939843 1.281431 3.168471 0.1210 0.0241 -0.1667 0.6136
N 8.990718 1.999737 4.140263 -0.0867 0.0120 0.1907 -0.3682
B 5.128174 0.365348 2.323423 0.0938 0.1006 -0.1874 -0.9013
O 4.128566 -0.296460 3.003544 0.1579 0.0325 0.2053 0.0725
O 5.866996 -0.304325 1.365260 0.2350 0.3424 0.1718 0.0460
P 5.086609 1.672426 5.155428 -0.1360 0.0757 -0.0118 0.9014
C 5.328368 3.212866 6.191859 0.0590 0.0081 -0.0327 -0.4746
C 6.711425 3.491263 6.796700 0.0568 -0.0347 -0.0053 -0.1833
C 6.292380 0.545249 6.014965 0.0140 -0.1329 0.0262 -0.4928
C 5.983522 -0.932555 5.771695 0.0033 -0.0379 0.0118 -0.1950
H 0.516568 0.697376 0.762144 0.0286 -0.0096 -0.0124 0.0469
H 1.240767 1.965000 -0.230877 0.1192 -0.0410 -0.0436 0.0734
H 2.177110 0.512514 0.158255 -0.0334 -0.0351 0.0317 0.0840
H 1.492310 2.843778 1.982341 -0.0522 -0.0326 -0.0058 0.1159
H 1.824826 1.246302 2.676437 0.0404 0.0102 -0.0022 0.1167
H 4.006063 3.956016 2.307664 0.0303 -0.0341 -0.1216 0.0819
H 3.383817 2.815975 3.542917 0.0058 0.1249 0.0082 0.0528
H 5.753543 4.555393 3.611954 0.0505 0.0272 -0.0194 0.0870
H 7.070489 3.592349 4.358578 -0.1019 0.0818 -0.0953 0.0134
H 9.053974 5.619990 2.411497 -0.0379 -0.0145 -0.0150 0.0823
H 8.804623 4.907537 4.022242 -0.0218 -0.0614 -0.0504 0.0746
H 7.706098 6.186650 3.431440 -0.0023 -0.0217 -0.0205 0.0795
H 7.705579 -0.086227 3.508168 0.0151 -0.0099 -0.0363 -0.0523
H 8.431950 1.062636 1.856605 0.0354 -0.0714 0.0213 -0.0568
H 9.351876 1.386628 4.862101 0.1009 -0.0020 -0.0736 -0.0734
H 4.038453 -1.213457 2.723831 -0.0949 -0.0405 -0.0964 0.0992
H 6.007122 -1.232085 1.558915 -0.1620 -0.3237 -0.0440 0.0881
H 5.009704 4.057694 5.577452 -0.0556 -0.0440 0.0360 0.0435
H 4.585373 3.125602 6.990331 0.0250 0.0784 0.0279 0.0458
H 7.519464 3.118875 6.162659 0.0096 0.0201 0.0449 0.0333
H 6.875276 4.562629 6.940742 -0.0324 -0.0028 0.0371 0.0628
H 6.815048 3.011752 7.772737 0.0091 -0.0161 -0.0226 0.0566
H 7.338346 0.765527 5.791638 -0.0506 0.0355 -0.0124 0.0259
H 6.156935 0.763207 7.080311 -0.0443 -0.0102 -0.0178 0.0613
H 6.495021 -1.569470 6.499841 0.0235 0.0102 -0.0366 0.0588
H 4.909928 -1.121531 5.841418 0.0213 0.0072 0.0280 0.0543
H 6.302041 -1.248703 4.776608 -0.0180 0.0189 0.0080 0.0353
C -3.531562 -1.348781 0.527181 0.0485 0.0231 -0.0343 -0.0642
C -2.504252 -0.433310 -0.113283 -0.0071 -0.0114 0.0446 -0.3132
O -1.288935 -0.957529 0.366514 0.0474 -0.1575 -0.2035 0.1209
C -1.470576 -2.271076 0.681512 -0.0688 0.0080 0.1217 -0.5383
O -0.608089 -3.043462 0.914612 -0.0319 0.0413 -0.0011 0.1949
O -2.799258 -2.562593 0.680986 0.0318 -0.0278 0.0320 0.0678
F -2.636798 0.849283 0.305545 -0.0095 -0.0040 0.0663 0.0741
H -3.806213 -0.955953 1.507991 -0.0521 0.0229 -0.0273 0.1425
H -4.415204 -1.526660 -0.076504 0.0278 -0.0421 -0.0300 0.1236
H -2.496280 -0.438401 -1.205038 -0.0055 0.0794 0.0087 0.1734
C -8.874145 -2.517529 1.226215 0.0562 -0.0155 0.0068 -0.0411
C -7.788567 -1.616053 0.666288 -0.0971 0.0172 0.0213 -0.3056
O -7.726382 -2.013493 -0.689344 -0.0847 0.1346 -0.0483 0.1350
C -8.915311 -2.580777 -1.030869 -0.0479 -0.0780 0.0259 -0.5398
O -9.248240 -2.841060 -2.138591 0.0779 0.0229 0.0143 0.1751
O -9.667911 -2.787498 0.069469 0.0053 -0.0502 -0.0413 0.0792
F -6.589893 -1.840179 1.255634 0.0150 -0.0709 -0.0416 0.0734
H -8.426731 -3.444763 1.588027 -0.0069 0.0261 0.0552 0.1475
H -9.488624 -2.060126 1.994569 -0.0296 0.0311 -0.0415 0.1411
H -8.002665 -0.547096 0.714427 0.0781 0.0026 0.0524 0.1746
C -8.745233 -2.672661 -5.399076 0.0413 0.0619 0.0209 -0.0409
C -9.509172 -1.627792 -6.190126 -0.0405 -0.0814 -0.0066 -0.3104
O -9.163864 -1.934287 -7.526763 -0.1353 -0.0729 -0.0256 0.1302
C -8.781354 -3.240685 -7.587025 -0.0002 -0.0094 0.0006 -0.5476
O -8.628067 -3.845494 -8.596479 0.0687 0.0640 0.0224 0.1701
O -8.628178 -3.740443 -6.346344 0.0330 -0.0156 -0.0546 0.0818
F -9.106903 -0.366512 -5.903621 0.0804 0.0061 -0.0179 0.0748
H -7.751841 -2.290777 -5.156990 -0.0196 0.0044 0.0436 0.1487
H -9.243175 -3.018362 -4.500726 -0.0251 -0.0521 -0.0384 0.1140
H -10.594928 -1.675037 -6.088436 0.0119 0.0950 0.0545 0.1720
C -6.553912 -3.306260 -10.974791 0.0321 0.0417 0.0405 -0.0570
C -5.784519 -2.475104 -11.984493 -0.0255 -0.0843 -0.0334 -0.3166
O -4.457372 -2.915392 -11.806909 0.0001 -0.0817 -0.1316 0.1299
C -4.481325 -4.166866 -11.259846 0.0077 0.0011 0.0447 -0.5489
O -3.539301 -4.877265 -11.169719 -0.0325 0.0435 0.0226 0.1833
O -5.735631 -4.472732 -10.862241 0.0446 -0.0221 0.0390 0.0766
F -5.855726 -1.146659 -11.718058 0.0252 0.0157 0.0735 0.0706
H -6.587398 -2.788042 -10.016285 -0.0504 0.0165 -0.0199 0.1334
H -7.556951 -3.587520 -11.276471 0.0242 -0.0454 -0.0286 0.1374
H -6.073413 -2.629942 -13.026151 -0.0338 0.0998 0.0056 0.1695
```
Positions in Å, forces in eV/Å.


No. 2
One molecule with the formula C5H12OSi at a distorted geometry, computed with ωB97M-V/def2-TZVPD.

Properties
Net charge: 0
LUMO level in eV: 0.732
HOMO-LUMO gap in hartree: 0.3742
HOMO level in eV: -9.450

The geometry in XYZ format:
```
19
Properties=species:S:1:pos:R:3:forces:R:3:nbo_charge:R:1
C 3.141180 -0.682622 0.160832 2.2683 1.5246 -0.0239 -0.6540
C 1.857633 -0.026641 -0.065392 -0.9129 0.3558 -1.3090 -0.1536
C 0.678035 -0.557767 0.166659 -2.6225 1.0835 -0.1390 -0.6519
Si -1.008079 0.406284 0.067848 -0.2704 -1.7705 0.5620 1.8176
C -2.311824 -0.409291 1.258747 0.4176 -0.1479 -1.1954 -1.1161
C -1.563382 0.445122 -1.788193 -0.6045 -1.6269 -0.5324 -1.1527
O -0.771477 1.857170 0.782523 0.0359 0.9612 -0.2288 -1.0819
H 2.985536 -1.694616 0.513670 0.3822 -0.3919 -0.5497 0.2225
H 3.446215 -0.126598 1.063716 0.7125 -0.2969 -0.0921 0.2248
H 3.996442 -0.455263 -0.637468 -2.0128 -0.9492 1.5825 0.2233
H 1.823669 0.987081 -0.466640 0.5470 0.0862 0.1383 0.1763
H 0.518128 -1.547343 0.508932 0.4801 -1.1888 0.3680 0.2000
H -3.291956 0.095810 1.253488 0.0627 -0.5582 -0.9445 0.2426
H -2.290550 -1.485733 0.967416 -0.8027 0.6423 0.0517 0.2251
H -2.178767 -0.412143 2.320796 1.1572 0.1500 0.6953 0.2431
H -0.584918 0.239547 -2.339544 -1.3412 0.8654 0.3190 0.2450
H -2.285120 -0.428797 -2.190070 1.5590 1.8044 1.3428 0.2521
H -2.106321 1.395878 -2.029325 0.8763 -0.7025 -0.0759 0.2459
H -0.054444 2.399923 0.452005 0.0683 0.1594 0.0313 0.4919
```
Positions in Å, forces in eV/Å.